Record 1
Here is a molecular structure, C11H23O3P2W from OMol25. Energies are from wB97M-V/def2-TZVPD.

Geometry as XYZ:
```
40
Properties=species:S:1:pos:R:3:forces:R:3:lowdin_spin:R:1
C 0.51634 0.81762 -3.21831 -0.1 0.7 1.0 0.03
C 1.70912 1.52793 -3.68265 -0.8 0.2 0.8 0.01
C 1.78120 2.76947 -2.96090 -0.1 -0.5 1.3 0.00
C 0.89915 2.76065 -1.83776 1.3 0.3 -0.9 0.01
C 0.12610 1.52364 -1.82774 0.0 0.4 -4.0 0.03
W 1.94676 0.64647 -1.66769 0.7 0.6 0.7 1.70
P 1.53746 -1.51676 -2.34985 -1.2 -3.8 0.8 0.10
H 0.00209 0.07846 -3.87493 0.2 0.6 1.1 0.00
H 2.41888 1.15833 -4.41202 -0.4 0.4 -0.4 0.01
H 2.50206 3.53829 -3.20598 0.1 0.0 0.4 0.00
H -0.84096 1.48131 -1.42342 -0.8 -0.6 0.8 0.01
H 0.94990 3.50603 -1.03241 -0.4 -0.3 -0.6 0.00
H 1.97163 -2.70866 -1.59413 -0.1 0.9 -0.9 0.01
H 2.02502 -1.84730 -3.59141 0.4 -0.1 -0.7 0.01
H 0.14799 -2.07390 -2.56315 1.6 1.2 0.3 0.01
C 1.39600 -2.81877 1.11566 -0.5 0.8 0.2 0.00
C 0.09921 -2.48645 0.34653 0.7 0.8 -0.1 0.00
O -0.19924 -1.06190 0.05748 1.4 0.2 1.0 0.02
P 0.80364 -0.06537 1.00332 -4.1 1.5 1.4 0.01
O 0.21091 -0.52230 2.51240 0.3 0.1 -1.9 0.00
C -1.25524 -0.74297 2.81205 1.6 1.2 1.8 0.00
C -2.20292 -1.52098 1.98911 -0.9 -0.3 0.5 0.00
O 0.03883 1.45543 0.92677 1.7 -2.0 0.2 0.01
C -0.68786 2.18933 1.96541 0.3 -0.6 -0.1 0.00
C -2.04231 2.37689 1.33564 -0.2 0.6 0.5 0.00
H 2.33995 -2.41017 0.66273 -0.9 -0.8 0.3 0.00
H 1.26787 -3.89494 1.05115 1.1 -0.4 0.3 0.00
H 1.31545 -2.48619 2.18199 0.3 -0.5 -1.0 0.00
H 0.17711 -2.94005 -0.63402 -0.4 -0.3 0.1 0.00
H -0.70954 -2.93054 0.91882 -0.1 0.2 -0.3 0.00
H -1.09953 -1.20419 3.78658 -0.4 -0.1 0.0 0.00
H -1.72165 0.23753 3.01372 0.6 -0.5 -0.3 0.00
H -2.11590 -2.61024 2.14430 -0.3 0.6 -0.1 0.00
H -3.14887 -1.11845 2.41387 0.1 -0.9 -0.5 0.00
H -2.15226 -1.24753 0.95606 -0.3 0.0 -0.5 0.00
H -0.74429 1.65814 2.95861 0.5 0.7 -1.2 0.00
H -0.13642 3.13879 2.09641 -0.4 -0.4 0.0 0.00
H -2.61212 1.43599 1.26806 0.4 0.3 -0.3 0.00
H -2.60568 3.02582 1.99701 -0.4 0.3 -0.1 0.00
H -1.90792 2.88151 0.36272 -0.3 -0.4 0.4 0.00
```
Positions in Å, forces in eV/Å.

Values from the calculation:
- 2S+1 = 3
- Kohn-Sham gap (spin up / spin down) (eV) = 7.4 / 6.8
- E_tot (hartree) = -1408.0025
- charge = +1

Record 2
Here is a molecular structure, C11H24AlBr2ClF5LiMgN2NaO10 from OMol25. Energies are from wB97M-V/def2-TZVPD.

Geometry as XYZ:
```
59
Properties=species:S:1:pos:R:3:forces:R:3:mulliken_charge:R:1
C 1.42141 2.62204 0.40347 0.3 0.0 0.2 -0.59
C 0.45438 2.11657 1.65713 2.0 -0.4 -0.4 -0.08
N -0.72312 1.40715 1.02009 1.7 3.3 -1.2 -0.28
O -1.29940 0.51676 1.88449 0.0 -5.6 -0.5 -0.16
C -0.95221 -0.85165 1.37651 -2.2 -2.3 -0.6 0.17
O -1.89701 -1.82303 1.28985 5.8 6.1 0.5 -0.65
O 0.44025 -1.03344 0.93748 -4.6 1.0 1.7 0.48
C 0.96002 -2.37255 1.25392 2.5 -0.3 -0.1 -0.38
C 2.60864 -2.19148 1.47070 -1.5 -0.8 2.0 -0.47
O 3.36231 -2.26532 0.19584 -0.8 4.0 -1.4 -0.39
C 3.30655 -0.96439 -0.52624 2.8 4.2 1.9 0.41
C 2.22767 -0.89000 -1.79608 -0.2 0.5 1.7 -0.25
O 4.00787 0.12654 -0.20628 -4.6 -7.6 -2.1 -0.53
H 0.97869 3.60176 -0.09130 1.1 -2.0 1.0 0.29
H 2.53159 2.80864 0.80005 -2.6 -0.2 -0.7 0.25
H 1.53882 1.79110 -0.44366 -0.5 1.8 1.9 -0.09
H 0.16713 3.01530 2.35305 0.5 -1.8 -1.2 0.32
H 1.08219 1.30753 2.25766 -1.5 1.9 -1.1 0.05
H -1.42578 2.15780 0.82167 0.4 -1.3 0.4 0.29
H 0.48289 -2.84670 2.22019 0.6 0.4 -2.2 0.48
H 0.83268 -3.02875 0.28855 0.1 0.9 2.1 -0.01
H 2.94670 -3.14457 2.10532 -0.7 2.1 -1.6 0.29
H 2.84555 -1.21876 2.10235 -0.4 -1.9 -1.6 0.31
H 1.80472 -1.97315 -1.98350 -0.2 2.3 1.6 0.08
H 2.67307 -0.37404 -2.75058 -0.7 -0.6 1.6 0.72
H 1.29334 -0.24830 -1.42157 2.1 -1.3 -0.8 0.11
Br -5.67499 -1.26965 0.86889 0.1 0.0 0.0 -0.17
C -4.88401 -2.02304 2.48530 0.3 -0.2 -0.1 -0.22
C -5.61034 -3.27578 2.91632 0.0 0.0 0.2 -0.52
Br -7.30278 -2.84705 3.78515 0.0 -0.1 -0.1 -0.16
H -4.89210 -1.23412 3.24220 -0.1 -0.2 -0.2 0.42
H -3.84899 -2.25052 2.21509 -0.2 0.1 0.1 -0.07
H -5.03226 -3.81594 3.67130 0.0 0.2 -0.2 0.37
H -5.83868 -3.95226 2.08791 0.1 0.2 0.2 0.37
Na -1.92276 -3.00069 -0.59239 0.2 -0.2 0.7 0.92
N 2.72080 2.47441 -3.80330 -2.5 -1.1 1.9 1.12
O 2.96852 1.40380 -4.38239 0.9 -0.5 -0.5 -0.70
O 1.82079 2.52441 -2.94866 0.9 0.1 -1.0 -0.52
O 3.37304 3.49494 -4.07882 2.0 1.3 -0.7 -0.85
Li 5.25400 3.10975 -4.72730 -1.4 0.0 0.4 0.93
F -0.16437 -4.33705 1.93849 -0.7 -0.9 -0.1 -0.85
F 1.03612 4.23045 4.53568 0.9 -1.5 0.8 -0.48
Al 2.00953 2.93120 5.31542 0.1 -0.1 0.5 0.86
F 1.10233 2.26243 6.72015 1.2 0.9 -1.9 -0.47
F 3.57668 3.61367 5.88273 -1.9 -0.8 -0.8 -0.48
F 2.32296 1.61833 4.12309 -0.3 1.5 1.3 -0.42
C -1.67132 0.64559 -4.72248 0.6 1.3 1.8 -1.02
C -0.39089 -0.16353 -4.72895 -0.5 -0.1 -0.5 0.35
O -0.67549 -1.51969 -5.03875 1.7 -0.8 1.8 -0.51
H -2.37727 0.24277 -3.98876 0.1 0.0 -0.1 0.30
H -1.46976 1.69291 -4.48078 0.1 0.1 0.2 0.33
H -2.16478 0.59766 -5.69870 0.3 0.8 0.6 0.34
H 0.08751 -0.13096 -3.74566 0.0 0.0 0.0 -0.20
H 0.31521 0.22513 -5.46923 0.1 0.2 0.1 0.09
H -1.09238 -1.53841 -5.91732 -0.2 0.0 -0.2 0.32
Mg 2.71412 -2.57490 -3.30411 0.8 -0.9 -1.7 0.31
Cl -2.49060 -0.74638 -6.74729 -1.9 -1.6 -3.3 -0.63
O -2.18062 3.54045 4.70051 -1.8 -0.6 -0.1 -0.49
H -1.28618 3.82703 4.66754 2.0 0.6 0.0 0.35
```
Positions in Å, forces in eV/Å.

Values from the calculation:
- Kohn-Sham gap (eV) = 1.3
- E_tot (hartree) = -8015.0112
- charge = -1

Record 3
Here is a molecular structure, C11H24AsF6N4O3Tl from OMol25. Energies are from wB97M-V/def2-TZVPD.

Geometry as XYZ:
```
50
Properties=species:S:1:pos:R:3:forces:R:3:lowdin_spin:R:1
Tl -1.37873 -0.99645 0.89792 -0.1 0.1 0.1 0.00
C -3.14526 2.12694 0.62291 0.0 0.0 0.0 0.00
O -3.47960 0.73423 0.80774 0.1 0.1 0.2 0.00
C -4.77132 0.57345 1.39047 0.0 -0.1 0.0 0.01
C -4.68179 0.14684 2.83897 0.1 0.0 -0.1 0.01
O -3.99792 -1.13573 2.96685 -0.2 -0.2 -0.2 0.21
C -4.72365 -2.19091 3.35015 0.1 0.2 0.4 0.20
C -5.27114 -3.16435 2.00480 -0.2 -0.1 -0.1 0.18
O -4.21415 -3.65820 1.37294 -0.1 0.0 -0.1 0.28
C -3.90765 -5.06231 1.61241 0.1 0.1 0.1 0.02
H -3.79296 2.56444 -0.13591 0.0 0.0 0.0 0.00
H -2.11333 2.17602 0.28786 0.0 0.0 0.0 0.00
H -3.24326 2.67305 1.56203 0.0 0.0 0.0 0.00
H -5.34262 -0.13669 0.78991 0.1 0.0 0.0 0.00
H -5.31369 1.52184 1.37628 0.0 0.0 -0.1 0.00
H -5.66895 0.07262 3.29554 0.0 0.1 0.0 0.00
H -4.06874 0.85046 3.40146 0.0 0.0 0.1 0.01
H -5.67280 -1.94309 3.83036 0.0 -0.1 0.0 0.01
H -4.11813 -2.91041 3.90121 0.0 -0.1 -0.1 0.02
H -5.81850 -2.43563 1.40709 0.1 0.1 0.0 0.02
H -5.90159 -3.89863 2.51130 0.0 0.0 0.0 0.01
H -4.66321 -5.66121 1.10646 0.0 0.0 0.0 0.01
H -3.91544 -5.25963 2.68544 0.0 0.0 0.0 0.01
H -2.92589 -5.24058 1.19061 0.0 0.0 0.0 0.00
F 0.81661 1.56279 0.31851 0.1 0.1 0.0 0.00
As 0.70396 1.24628 -1.35188 -0.9 -0.4 0.1 0.00
F 2.81264 1.93940 -1.39639 0.2 0.1 -0.3 0.00
F 1.38257 -0.28845 -1.02323 0.2 0.1 -0.1 0.00
F 1.07340 0.99914 -2.99480 0.2 0.1 0.0 0.00
F -0.90861 0.69626 -1.32412 0.1 0.0 -0.1 0.00
F 0.36345 2.86686 -1.64811 0.2 0.1 0.0 0.00
C 4.77543 0.18276 -3.32266 -0.5 0.2 -0.1 0.00
C 5.21282 1.45929 -2.77488 2.0 -0.6 -0.5 0.00
C 5.48812 2.57124 -3.66792 -0.5 0.2 0.1 0.00
C 5.83660 1.51934 -1.41705 -0.6 0.4 0.5 0.00
N 5.22093 0.70940 -0.40391 0.0 -0.2 0.1 0.00
C 4.46547 1.04032 0.66970 0.2 0.0 0.0 0.00
N 4.03280 -0.05538 1.21746 -0.1 -0.2 0.0 0.00
N 4.52254 -1.07956 0.46523 0.0 0.1 0.1 0.00
N 5.23635 -0.63922 -0.49132 -0.1 0.0 -0.1 0.00
H 4.65294 0.21765 -4.40216 0.1 0.0 0.0 0.00
H 3.83326 -0.19356 -2.88802 0.1 0.0 0.2 0.00
H 5.48518 -0.57927 -2.96747 0.0 -0.1 0.0 0.00
H 3.13485 1.85914 -2.27851 -0.7 0.1 0.2 0.00
H 6.53204 2.33597 -3.97683 0.0 0.0 -0.1 0.00
H 5.52230 3.55127 -3.19235 0.1 0.0 0.0 0.00
H 4.89745 2.57423 -4.58342 0.0 -0.1 0.0 0.00
H 5.89782 2.54352 -1.04868 0.1 0.0 -0.1 0.00
H 6.86728 1.17161 -1.60694 0.0 0.0 0.0 0.00
H 4.27216 2.04290 1.01498 0.1 0.0 0.0 0.00
```
Positions in Å, forces in eV/Å.

Values from the calculation:
- 2S+1 = 2
- Kohn-Sham gap (spin up / spin down) (eV) = 7.2 / 6.2
- E_tot (hartree) = -3884.5990
- charge = +3

Record 4
Here is 11 unconnected molecules or ions with the total composition C11H24BCl20NO2 from OMol25. Energies are from wB97M-V/def2-TZVPD.

Geometry as XYZ:
```
59
Properties=species:S:1:pos:R:3:forces:R:3:mulliken_charge:R:1
B 0.71585 -3.05159 1.23148 -0.1 -1.0 -0.5 0.30
C 0.93293 -4.38767 0.29272 -1.9 -0.6 1.0 0.07
O 2.37479 -4.56745 0.06205 -1.8 -0.4 0.2 -0.13
N 2.84452 -3.75432 -0.90011 3.8 1.7 2.6 0.13
O 3.91930 -3.32402 -0.45189 -2.7 -0.9 -2.6 -0.33
H 0.18714 -3.08596 2.30428 0.0 -0.2 -0.2 -0.05
H 1.04007 -2.00244 0.81135 0.3 0.2 -0.1 -0.12
H 0.29147 -4.24476 -0.67574 1.4 -0.5 1.5 0.00
H 0.55625 -5.34844 0.88231 1.1 1.9 -1.7 0.10
Cl 5.14754 0.39486 -0.60825 0.0 -0.1 0.1 -0.11
C 4.86171 -0.53127 -2.08669 0.0 -0.4 0.0 0.02
Cl 4.07398 0.46322 -3.31781 0.0 -0.2 -0.1 -0.15
H 5.81951 -0.88591 -2.47507 -0.2 0.2 0.1 0.36
H 4.21943 -1.38404 -1.85373 0.2 0.3 0.0 -0.08
Cl -0.84846 -5.68383 -2.68670 0.0 -0.1 -0.1 -0.16
C -1.32668 -7.07279 -1.70318 0.1 -0.4 -0.2 0.09
Cl -1.65654 -6.58777 -0.03551 -0.3 -0.2 0.1 -0.18
H -2.22938 -7.51682 -2.12978 0.2 0.3 0.2 -0.05
H -0.51725 -7.80682 -1.70673 -0.1 0.3 0.1 0.31
Cl 5.30965 3.59838 2.50877 0.1 -0.1 0.0 -0.18
C 4.63971 3.70940 0.87657 0.0 -0.3 -0.4 0.26
Cl 3.91716 5.29758 0.59237 0.0 0.0 -0.1 -0.18
H 5.44103 3.54813 0.15140 -0.2 0.1 0.2 0.29
H 3.87148 2.94201 0.75436 0.2 0.3 0.1 -0.20
Cl -4.62310 -7.70982 -2.91076 0.0 -0.2 -0.2 -0.20
C -5.31760 -7.34069 -1.32753 -0.2 -0.1 0.2 -0.17
Cl -5.32201 -5.59888 -1.02546 0.4 -0.2 -0.6 -0.11
H -6.34548 -7.71006 -1.29510 0.5 0.2 -0.2 0.19
H -4.72354 -7.83431 -0.55459 -0.1 0.2 -0.2 0.28
Cl 1.19153 3.27621 3.48211 0.1 -0.1 0.1 -0.06
C 2.30151 1.90519 3.59814 0.1 0.0 0.5 -0.42
Cl 2.43329 1.06089 2.05057 0.1 -0.2 0.0 -0.08
H 3.28923 2.27080 3.88925 -0.3 0.0 -0.2 0.21
H 1.92871 1.20850 4.35289 0.0 0.1 -0.3 0.36
Cl 5.70113 6.06858 -4.32917 0.0 0.1 0.0 -0.17
C 4.54638 5.31129 -3.22542 -0.2 0.2 0.2 -0.11
Cl 4.66249 3.54865 -3.29473 -0.1 0.2 0.2 -0.07
H 4.75925 5.64210 -2.20598 0.0 -0.1 -0.3 0.08
H 3.53460 5.61254 -3.50744 0.3 -0.1 0.0 0.28
Cl 0.75304 1.23616 -1.32736 0.0 -0.1 0.0 -0.05
C 0.08309 1.34719 -2.95955 0.1 -0.3 -0.2 -0.31
Cl -0.63946 2.93537 -3.24375 0.0 0.0 -0.1 -0.17
H 0.88442 1.18592 -3.68472 -0.1 0.1 0.3 0.20
H -0.68514 0.57980 -3.08177 0.1 0.3 0.1 0.31
Cl -7.83348 -8.01559 0.62067 -0.3 -0.2 0.2 -0.16
C -7.41168 -6.96762 1.98047 0.1 0.2 0.5 -0.27
Cl -7.05247 -5.32626 1.43087 -0.5 0.0 0.8 -0.13
H -8.25255 -6.93346 2.67744 0.2 0.0 -0.3 0.31
H -6.53147 -7.37489 2.48383 -0.2 0.1 -0.2 0.26
Cl -2.02100 5.65949 4.05780 -0.1 -0.1 0.0 -0.17
C -1.35203 6.56309 2.69355 -0.2 0.1 0.0 0.03
Cl 0.41326 6.47078 2.67394 0.0 0.1 -0.1 -0.15
H -1.74072 6.14207 1.76313 0.2 0.0 0.3 0.31
H -1.65261 7.61018 2.77867 0.3 -0.8 0.3 -0.06
Cl -4.46294 8.46219 2.78509 -0.1 0.0 0.0 -0.14
C -3.79397 9.36580 1.42084 -0.3 0.2 -0.2 -0.23
Cl -2.02868 9.27349 1.40123 -0.1 0.8 -0.6 -0.15
H -4.18266 8.94477 0.49042 0.2 0.0 0.3 0.26
H -4.09455 10.41289 1.50596 0.2 -0.3 0.1 0.29
```
Positions in Å, forces in eV/Å.

Values from the calculation:
- SMILES = BCON=O.ClCCl.ClCCl.ClCCl.ClCCl.ClCCl.ClCCl.ClCCl.ClCCl.ClCCl.ClCCl
- Kohn-Sham gap (eV) = 9.9
- E_tot (hartree) = -9867.2323
- charge = 0

What is the charge in the fourth record? 0

Which of these has the highest E_tot? C11H23O3P2W

Among the records above, which one has the highest E_tot? C11H23O3P2W